No. 1
DFT (wB97M-V/def2-TZVPD) results for C15H27NO in the gas phase.

Calculated values
SMILES: C#CCCCCCCCCC(=O)NCCCC
Highest occupied orbital energy in eV: -9.452
E_tot in eV: -19529.82206
Multiplicity: 1
Energy relative to the best compared isomer or geometry (same formula, charge and spin) in kcal per mole: 4.8

Last column: natural (NBO) charge in e.
Element x y z (Å)
C -2.921 -3.807 -0.686  -0.269
C -3.740 -2.944 -0.556  0.018
C -4.748 -1.921 -0.365  -0.488
C -4.772 -0.856 -1.470  -0.375
C -3.495 -0.012 -1.532  -0.403
C -2.427 -0.626 -2.436  -0.406
C -1.108 0.147 -2.429  -0.386
C -0.360 0.138 -1.094  -0.401
C 0.010 -1.266 -0.622  -0.397
C 0.891 -1.238 0.632  -0.482
C 2.261 -0.671 0.300  0.681
O 3.082 -1.282 -0.353  -0.638
N 2.476 0.584 0.758  -0.623
H 1.775 1.031 1.325  0.394
C 3.731 1.275 0.573  -0.237
C 4.510 1.467 1.880  -0.404
C 4.155 2.743 2.645  -0.392
C 2.710 2.798 3.129  -0.612
H 2.572 3.644 3.799  0.216
H 2.453 1.891 3.673  0.202
H 2.022 2.922 2.296  0.189
H 4.354 3.609 2.010  0.194
H 4.818 2.814 3.511  0.203
H 5.574 1.502 1.642  0.211
H 4.343 0.595 2.516  0.204
H 4.307 0.649 -0.113  0.243
H 3.550 2.245 0.097  0.187
H 0.406 -0.659 1.421  0.194
H 1.035 -2.260 0.985  0.233
H -0.895 -1.834 -0.400  0.214
H 0.555 -1.783 -1.414  0.215
H -0.961 0.633 -0.328  0.188
H 0.556 0.722 -1.220  0.207
H -0.454 -0.284 -3.191  0.203
H -1.303 1.185 -2.712  0.196
H -2.809 -0.641 -3.460  0.200
H -2.251 -1.659 -2.140  0.217
H -3.738 0.985 -1.909  0.203
H -3.102 0.107 -0.521  0.192
H -5.626 -0.203 -1.272  0.207
H -4.940 -1.337 -2.436  0.205
H -4.573 -1.437 0.602  0.227
H -5.726 -2.413 -0.321  0.236
H -2.195 -4.553 -0.816  0.235

=====

No. 2
DFT (wB97M-V/def2-TZVPD) results for a molecular structure, C15H27NO6S.

Calculated values
Highest occupied orbital energy in eV: -9.593
E_tot in eV: -40596.64672
Multiplicity: 1
Energy relative to the best compared isomer or geometry (same formula, charge and spin) in kcal per mole: 78.2

Last column: natural (NBO) charge in e.
Element x y z (Å)
O 5.157 -0.928 -5.155  -0.871
S 4.565 -0.300 -3.930  2.374
O 5.330 0.969 -3.725  -0.834
O 4.479 -1.416 -2.683  -0.673
C 3.179 -2.142 -2.707  -0.097
C 2.390 -1.372 -3.871  -0.009
C 0.780 -1.535 -3.949  0.178
C 0.003 -0.559 -3.055  -0.242
C -1.567 -0.658 -3.142  -0.166
C -2.005 -1.772 -4.145  -0.256
C -1.063 -2.683 -4.946  0.024
N 0.344 -2.550 -4.826  -0.423
O 2.889 -0.011 -3.967  -0.631
H 3.501 -3.198 -3.037  0.228
H 2.852 -2.040 -1.621  0.220
H 2.792 -1.873 -4.820  0.230
H 0.515 0.228 -2.390  0.250
H -2.277 0.008 -2.560  0.242
H -3.134 -1.925 -4.295  0.226
H -1.487 -3.461 -5.666  0.226
C -1.723 -0.270 1.628  -0.647
C -2.135 -1.406 0.708  -0.060
O -1.049 -2.221 0.292  -0.540
C -0.323 -2.884 1.319  -0.063
C -1.175 -3.829 2.149  -0.645
H -0.968 0.358 1.147  0.211
H -2.587 0.350 1.879  0.219
H -1.293 -0.638 2.563  0.204
H -2.572 -0.982 -0.200  0.180
H -2.916 -2.021 1.167  0.163
H 0.186 -2.152 1.955  0.160
H 0.461 -3.460 0.823  0.186
H -1.967 -3.302 2.685  0.203
H -0.558 -4.344 2.891  0.217
H -1.651 -4.577 1.510  0.214
C 0.949 4.094 2.265  -0.644
C -0.311 4.875 2.599  -0.064
O -1.466 4.061 2.728  -0.539
C -1.429 3.061 3.737  -0.063
C -1.235 3.621 5.137  -0.645
H 0.811 3.521 1.344  0.210
H 1.795 4.773 2.132  0.218
H 1.211 3.385 3.054  0.202
H -0.514 5.578 1.787  0.189
H -0.170 5.480 3.501  0.160
H -0.662 2.315 3.502  0.158
H -2.389 2.541 3.697  0.185
H -0.279 4.137 5.241  0.204
H -1.260 2.815 5.875  0.215
H -2.024 4.338 5.375  0.214